DFT (wB97M-V/def2-TZVPD) results for a single CH2Cl2O molecule in a non-equilibrium geometry.

Calculated values
energy above the lowest of the compared OMol25 structures with the same formula, charge and spin: 34.5 kJ/mol
structure (SMILES): OC(Cl)Cl
HOMO: -10.88 eV
Kohn-Sham gap: 11.5 eV

The geometry in ORCA input format:
```
! RIJCOSX wB97M-V def2-TZVPD def2/J DEFGRID3
* xyz 0 1
O -0.288 0.040 -0.733
C 0.115 -0.003 0.521
Cl -0.897 -1.183 1.440
Cl -0.164 1.649 1.487
H -1.215 -0.088 -0.770
H 1.295 -0.424 0.714
*
```